ORCA calculation (ωB97M-V with the def2-TZVPD basis set) on the ion C3H6Br2N3 with charge +1 at a distorted geometry.

Computed properties:
- Multiplicity: 1
- Relative energy (zero: lowest compared OMol25 entry of this formula, charge and spin): 1.806 eV
- Charge: +1
- E: -147753.1625 eV
- Lowest unoccupied orbital energy (alpha / beta): -4.988 / -4.988 eV
- Structure (SMILES): CN/[NH+]=C(Br)\N=C/Br
- HOMO (alpha / beta): -13.60 / -13.60 eV
- Molar mass: 243.9 g/mol

Each line ends with the Mulliken charge.
CARTESIAN COORDINATES (ANGSTROEM)
C 0.786 -0.027 0.190  -0.644
N 0.368 1.043 -0.705  -0.398
N -0.918 1.352 -0.745  0.114
C -1.938 0.792 -0.083  0.385
Br -3.355 1.800 0.052  0.049
N -1.689 -0.533 0.642  -0.302
C -2.663 -1.289 0.838  -0.101
Br -4.490 -1.410 0.231  -0.020
H 1.840 -0.453 -0.038  0.332
H 0.851 0.139 1.306  0.290
H 0.008 -0.839 0.081  0.310
H 0.748 0.956 -1.635  0.284
H -1.101 2.212 -1.291  0.272
H -2.391 -2.072 1.500  0.430